Entry 1:
# C25H30B2BrF4N6O10ReS2

A molecular structure, C25H30B2BrF4N6O10ReS2 in a non-equilibrium geometry (the ωB97M-V functional and the def2-TZVPD basis, the OMol25 dataset).

For the energy above the lowest of the compared OMol25 structures with the same formula, charge and spin, the calculation gives 15.7 kcal per mole. The spin multiplicity is 2. The charge is +1. For the orbital gap (spin up / spin down), the calculation gives 7.23 / 6.41 eV. The LUMO energy (spin up / spin down) comes out at -4.502 / -5.320 eV. The calculated total energy is -161893.08784 eV.

Each line ends with the Mulliken spin population.
Cartesian coordinates (Å):
Re1 -0.54374 -1.52155 -0.89305  0.84
C1 0.36088 -2.73797 3.30237  0.00
C2 -0.03177 -2.06131 2.03812  -0.01
N1 -0.01239 -2.62283 0.87371  -0.01
O1 0.41140 -3.88940 0.86211  0.02
B1 0.36609 -4.54191 -0.48677  -0.04
F1 0.87018 -5.78289 -0.40197  0.00
F2 0.99922 -3.71477 -1.42556  0.02
O2 -1.07804 -4.58111 -0.83403  0.00
N2 -1.64807 -3.37308 -0.79358  0.00
C3 -2.92028 -3.36660 -1.01909  -0.01
C4 -3.72379 -4.58195 -1.30396  0.00
C5 -3.50789 -2.03334 -0.97163  0.01
N3 -2.60354 -1.13566 -0.86131  0.05
O3 -3.00139 0.16106 -0.88260  -0.01
B2 -2.72020 0.86180 0.41404  -0.02
F3 -3.18876 2.13091 0.29511  0.00
F4 -3.25330 0.10422 1.45614  0.00
O4 -1.22225 0.95409 0.60760  0.00
N4 -0.69231 -0.28430 0.77541  0.05
C6 -0.51659 -0.69012 1.98518  0.02
C7 -0.79747 0.11492 3.19749  0.00
C8 -4.96288 -1.78267 -1.06457  0.00
H1 -0.52068 -2.91216 3.92345  0.00
H2 1.04755 -2.10578 3.86630  0.00
H3 0.83544 -3.69028 3.09522  0.00
H4 -3.10809 -5.47224 -1.26215  0.00
H5 -4.15674 -4.49190 -2.30287  0.00
H6 -4.54253 -4.67372 -0.58909  0.00
H7 -1.74334 -0.22170 3.62803  0.00
H8 -0.90432 1.16447 2.94318  0.00
H9 -0.01182 -0.02739 3.93861  0.00
H10 -5.31979 -2.14226 -2.03227  0.00
H11 -5.17748 -0.72442 -0.97332  0.00
H12 -5.48309 -2.33571 -0.28108  0.00
O5 -0.86524 -2.34730 -2.90396  0.04
S1 -1.61870 -1.37772 -3.79693  0.00
O6 -3.03191 -1.39383 -3.66572  0.00
O7 -1.00753 -1.21609 -5.06559  0.00
S2 -0.49090 0.22441 -2.62708  0.01
C9 4.57766 0.86310 4.14652  0.00
C10 5.24475 1.29924 2.84999  0.00
N5 4.43633 1.01924 1.65516  0.00
C11 3.70663 2.12799 1.04069  0.00
C12 2.57413 2.65643 1.90797  0.00
C13 4.43399 -0.24742 1.19949  0.00
O8 5.00870 -1.17647 1.74225  0.00
C14 3.66852 -0.55311 -0.06608  0.00
C15 4.31085 -0.76159 -1.27687  0.01
C16 3.56810 -1.18105 -2.37033  0.00
C17 2.21755 -1.40397 -2.22076  0.01
N6 1.59461 -1.21955 -1.04167  0.02
C18 2.31549 -0.79626 0.00558  0.00
H13 5.22986 1.08659 4.99124  0.00
H14 4.40098 -0.21170 4.13105  0.00
H15 3.62953 1.37820 4.30628  0.00
H16 6.18755 0.76576 2.73684  0.00
H17 5.45349 2.36922 2.85134  0.00
H18 3.30788 1.79533 0.08387  0.00
H19 4.41882 2.92866 0.82821  0.00
H20 1.85115 1.86637 2.12949  0.00
H21 2.05053 3.45720 1.38481  0.00
H22 2.94479 3.05589 2.85181  0.00
H23 5.37930 -0.60548 -1.35899  0.00
H24 4.02679 -1.33894 -3.33579  0.00
H25 1.61480 -1.78026 -3.03604  0.00
H26 1.78551 -0.64160 0.93325  0.00
Br1 0.74813 3.92762 -1.38092  0.00
C19 -1.04776 4.50717 -1.63543  0.00
C20 -1.33924 5.78835 -1.19898  0.00
C21 -2.61098 6.31068 -1.38412  0.00
C22 -3.59240 5.56423 -2.01906  0.00
C23 -3.29177 4.29478 -2.47144  0.00
C24 -2.02321 3.74773 -2.27794  0.00
C25 -1.85738 2.37966 -2.80642  0.00
O9 -2.36377 1.89675 -3.76816  0.00
O10 -1.02680 1.59726 -1.99338  0.00
H27 -0.56661 6.37994 -0.72893  0.00
H28 -2.82749 7.31142 -1.03437  0.00
H29 -4.58316 5.97074 -2.16738  0.00
H30 -4.03984 3.68998 -2.96662  0.00

---

Entry 2:
# C27H44BBrF3N14OP2S

14 unconnected molecules or ions with the total composition C27H44BBrF3N14OP2S in a non-equilibrium geometry (the ωB97M-V functional and the def2-TZVPD basis, the OMol25 dataset).

The charge is -1. For the orbital gap, the calculation gives 5.38 eV. The LUMO energy comes out at 1.140 eV. The calculated total energy is -159906.29674 eV.

Each line ends with the Mulliken charge.
Cartesian coordinates (Å):
N1 -2.91681 2.33860 0.54659  -0.77
B1 -1.85927 1.34492 1.02212  0.38
P1 -1.55624 1.77841 2.89678  0.04
S1 -0.70769 3.53795 3.23925  -0.50
P2 -2.67936 -0.46280 0.87916  -0.06
O1 -4.14825 -0.22904 0.12294  -0.39
Br1 -3.21102 -1.23515 2.93145  -0.33
C1 -0.48863 1.47154 0.08298  0.71
F1 -0.19917 0.35570 -0.68216  -0.31
F2 0.67301 1.68649 0.78031  -0.29
F3 -0.56875 2.48572 -0.83223  -0.26
H1 -2.66417 3.30085 0.73314  0.21
H2 -3.19207 2.20658 -0.41538  0.18
H3 -2.80926 1.73004 3.53315  0.06
H4 -0.80953 0.74577 3.49682  0.02
H5 -4.71861 0.30189 0.70310  0.25
C2 -0.60088 0.47608 -4.06227  -0.16
C3 -1.46575 0.44577 -5.23484  0.35
N2 -2.14429 0.42205 -6.16024  -0.53
H6 -0.43475 -0.53816 -3.70167  0.06
H7 0.35657 0.92205 -4.32352  0.20
H8 -1.06251 1.06498 -3.27138  0.08
C4 -7.17173 -1.53097 -0.68819  -0.76
C5 -7.33804 -0.99369 0.65522  0.32
N3 -7.46880 -0.56995 1.71172  -0.34
H9 -8.01909 -1.24409 -1.30844  0.29
H10 -6.25324 -1.13871 -1.12326  0.22
H11 -7.10948 -2.61636 -0.64478  0.26
C6 1.81820 -2.62674 2.97114  -0.69
C7 0.42649 -2.19485 2.95997  0.24
N4 -0.66687 -1.84480 2.95111  -0.17
H12 1.89716 -3.62831 3.39015  0.33
H13 2.20316 -2.63403 1.95636  0.01
H14 2.41470 -1.94276 3.56986  0.25
C8 2.83354 -2.18599 -5.20989  -0.05
C9 1.86064 -2.46171 -4.16137  0.39
N5 1.10105 -2.69541 -3.33210  -0.48
H15 2.79709 -2.97418 -5.96180  0.32
H16 2.61169 -1.22971 -5.68606  -0.30
H17 3.83946 -2.13874 -4.78323  0.11
C10 -3.41326 -2.56055 -6.75321  -0.57
C11 -3.25636 -4.00535 -6.89456  0.29
N6 -3.13291 -5.13987 -7.00554  -0.39
H18 -3.94989 -2.16209 -7.61149  0.27
H19 -3.97287 -2.33554 -5.84800  0.25
H20 -2.43964 -2.08231 -6.69278  0.12
C12 4.85176 -3.44337 -0.22427  -0.75
C13 4.84073 -2.98996 1.16002  0.36
N7 4.83171 -2.61599 2.24341  -0.34
H21 3.92590 -3.14970 -0.71752  0.20
H22 5.69109 -2.99342 -0.75060  0.24
H23 4.94610 -4.52669 -0.26081  0.31
C14 2.16906 5.44800 0.31886  -0.55
C15 2.16288 6.02318 1.65796  0.28
N8 2.14738 6.45912 2.71843  -0.38
H24 1.24370 5.70113 -0.19433  0.22
H25 3.01321 5.83827 -0.24789  0.31
H26 2.24800 4.36415 0.38721  0.12
C16 6.62790 -1.61107 4.97347  -0.43
C17 7.86978 -0.91531 5.30264  0.34
N9 8.84468 -0.36274 5.55471  -0.46
H27 5.77939 -1.06238 5.37670  0.25
H28 6.52066 -1.68605 3.89422  0.12
H29 6.63908 -2.61279 5.40024  0.18
C18 -8.86995 1.19976 4.10186  -0.42
C19 -9.93779 0.98715 5.07430  0.34
N10 -10.78111 0.82002 5.83405  -0.43
H30 -8.85329 0.38792 3.38006  0.16
H31 -9.03552 2.13988 3.57807  0.11
H32 -7.90809 1.23984 4.60833  0.26
C20 -10.40762 5.41404 3.29520  -0.73
C21 -8.99091 5.24295 2.98832  0.28
N11 -7.87915 5.10257 2.74940  -0.32
H33 -10.74628 4.60584 3.94144  0.26
H34 -10.56307 6.36387 3.80270  0.28
H35 -10.98868 5.40178 2.37526  0.25
C22 5.11210 0.66069 -3.26585  -0.63
C23 5.29732 -0.77652 -3.42130  0.53
N12 5.41574 -1.91121 -3.54282  -0.57
H36 4.54606 1.05110 -4.11077  0.16
H37 4.56307 0.86291 -2.34781  0.26
H38 6.08067 1.15499 -3.22064  0.31
C24 4.04256 1.24055 -8.07932  -0.91
C25 3.09036 0.94503 -7.01559  0.47
N13 2.33698 0.71264 -6.18297  -0.45
H39 4.00193 0.46022 -8.83666  0.28
H40 3.79653 2.19618 -8.53766  0.31
H41 5.05003 1.28895 -7.67053  0.29
C26 9.58816 -3.42720 7.55248  -0.69
C27 8.28107 -4.07368 7.48256  0.35
N14 7.25268 -4.57676 7.42274  -0.40
H42 9.99927 -3.53922 8.55379  0.28
H43 10.26552 -3.88396 6.83394  0.25
H44 9.48484 -2.36818 7.32001  0.21